(1)
DFT (ωB97M-V/def2-TZVPD) results for C43H34CrN5O7P2S4 as an isolated structure.

CARTESIAN COORDINATES (ANGSTROEM)
Cr  1.269  0.649  -0.302
S  2.699  -0.519  1.222
C  3.121  0.965  1.973
S  2.379  2.263  1.132
C  3.912  1.096  3.101
C  4.181  2.373  3.664
N  4.408  3.402  4.137
C  4.408  -0.041  3.794
N  4.820  -0.949  4.378
C  -2.540  0.570  -0.756
C  -1.601  -0.400  -1.377
N  -0.285  -0.457  -1.269
C  0.132  -1.447  -2.103
C  -0.927  -2.038  -2.709
N  -2.021  -1.364  -2.226
C  -1.054  -3.178  -3.626
O  0.073  -3.716  -4.024
O  -2.150  -3.576  -3.966
C  1.587  -1.647  -2.208
O  2.037  -2.534  -2.951
O  2.227  -0.890  -1.425
H  -2.069  1.009  0.117
H  -3.469  0.072  -0.473
H  -2.762  1.368  -1.468
H  -2.967  -1.564  -2.503
H  0.880  -3.230  -3.620
C  -3.020  -2.804  2.715
P  -1.855  -1.748  1.700
C  -0.632  -1.273  2.970
C  -0.015  -2.190  3.823
C  0.887  -1.759  4.780
C  1.172  -0.404  4.905
C  0.571  0.512  4.059
C  -0.320  0.078  3.084
C  -1.005  -3.064  0.743
C  0.382  -3.176  0.707
C  0.998  -4.048  -0.181
C  0.239  -4.829  -1.038
C  -1.146  -4.732  -1.006
C  -1.760  -3.851  -0.129
P  -4.471  -1.793  3.223
C  -5.192  -2.823  4.564
C  -6.043  -2.213  5.489
C  -6.667  -2.952  6.480
C  -6.464  -4.324  6.561
C  -5.630  -4.944  5.645
C  -4.998  -4.199  4.655
C  -3.656  -0.496  4.228
C  -3.734  0.821  3.790
C  -3.076  1.835  4.478
C  -2.339  1.534  5.610
C  -2.255  0.219  6.057
C  -2.908  -0.788  5.370
H  -2.503  -3.268  3.558
H  -3.389  -3.599  2.062
H  -0.221  -3.250  3.717
H  1.390  -2.477  5.415
H  1.897  -0.072  5.639
H  0.820  1.564  4.125
H  -0.748  0.791  2.388
H  0.991  -2.562  1.355
H  2.080  -4.085  -0.221
H  0.722  -5.485  -1.751
H  -1.748  -5.314  -1.695
H  -2.841  -3.749  -0.157
H  -6.203  -1.142  5.438
H  -7.313  -2.455  7.194
H  -6.950  -4.904  7.336
H  -5.460  -6.012  5.699
H  -4.343  -4.702  3.955
H  -4.293  1.049  2.890
H  -3.125  2.854  4.114
H  -1.807  2.318  6.135
H  -1.652  -0.021  6.924
H  -2.825  -1.814  5.711
C  -0.383  3.073  -0.097
O  -0.238  1.700  0.112
H  -1.430  3.358  0.087
H  -0.130  3.361  -1.126
H  0.234  3.678  0.583
O  3.127  4.772  -6.490
S  2.121  4.901  -5.464
O  1.045  5.824  -5.732
N  1.545  3.447  -5.011
C  1.842  3.158  -3.764
S  1.367  1.730  -2.998
C  2.655  4.221  -3.075
C  3.167  4.228  -1.792
C  3.891  5.335  -1.371
C  4.108  6.414  -2.225
C  3.606  6.403  -3.522
C  2.886  5.294  -3.914
H  3.010  3.381  -1.144
H  4.293  5.353  -0.365
H  4.679  7.266  -1.876
H  3.774  7.229  -4.201

Cartesian forces, eV/Å:
-0.051 0.153 -0.416
-0.121 -0.032 0.452
-0.200 -0.079 -0.214
0.427 0.101 0.031
-0.081 -0.007 0.073
0.088 0.108 0.023
-0.037 -0.089 -0.019
0.089 -0.071 0.036
-0.056 0.057 -0.023
-0.290 -0.078 -0.004
-0.275 0.059 0.073
-0.351 -0.146 -0.058
0.034 -0.063 -0.205
-0.100 0.073 0.009
0.093 0.116 -0.052
0.082 0.093 -0.083
-0.243 -0.135 -0.195
-0.209 -0.079 -0.062
0.002 0.066 0.619
0.209 -0.044 -0.169
0.405 0.310 -0.327
-0.127 -0.074 -0.073
-0.008 -0.038 -0.080
0.044 0.028 -0.015
-0.049 -0.001 0.018
0.307 -0.035 0.029
0.049 -0.013 -0.046
-0.107 -0.188 0.107
-0.012 0.037 -0.032
-0.009 -0.003 0.017
0.003 -0.038 0.012
0.041 0.040 -0.006
0.042 0.025 -0.027
-0.002 -0.052 -0.021
-0.017 0.014 -0.008
0.003 -0.048 -0.025
0.017 -0.048 0.036
0.020 -0.079 0.073
-0.023 -0.126 0.096
0.033 0.010 0.019
-0.018 0.000 0.010
0.012 0.005 0.014
0.000 0.000 0.011
-0.003 0.008 0.003
0.000 -0.010 0.001
-0.007 -0.011 0.011
0.008 -0.004 -0.026
-0.008 -0.009 -0.006
0.003 0.003 -0.017
-0.004 0.018 -0.001
-0.005 0.013 0.007
0.008 0.000 0.007
-0.014 -0.003 0.003
-0.008 0.016 0.027
0.021 0.015 -0.024
0.001 0.007 0.005
-0.004 0.004 -0.007
-0.003 0.000 -0.010
0.009 -0.003 -0.008
0.010 -0.002 0.008
0.041 0.040 0.034
-0.011 -0.002 -0.002
-0.019 0.027 0.010
0.011 0.021 0.012
-0.010 -0.001 0.005
0.003 -0.005 0.000
0.002 -0.004 -0.004
0.003 0.003 -0.005
-0.002 0.007 0.002
-0.011 0.009 0.009
0.001 -0.002 0.012
0.003 -0.008 0.003
-0.004 -0.006 -0.004
-0.006 0.001 -0.006
-0.002 0.007 0.002
0.051 0.057 0.103
0.508 0.246 0.111
-0.006 -0.017 -0.028
-0.015 -0.011 0.029
-0.016 -0.044 -0.011
0.000 -0.005 0.024
0.009 0.041 -0.012
0.003 -0.003 0.017
-0.025 -0.009 -0.017
-0.053 0.027 0.030
-0.059 -0.069 0.082
0.020 0.028 -0.029
0.002 0.022 -0.007
0.029 0.026 0.030
0.005 -0.002 0.016
0.001 0.010 -0.022
-0.034 -0.037 -0.034
-0.015 -0.097 0.097
-0.009 -0.006 -0.022
-0.009 -0.001 -0.004
-0.003 -0.011 0.006

Properties
2S+1 = 4
total charge = -2
energy = -5779.66928 a.u.



(2)
DFT (ωB97M-V/def2-TZVPD) results for C43H34F6GaIN2O2P2S as an isolated structure.

CARTESIAN COORDINATES (ANGSTROEM)
Ga  0.695  -0.559  0.068
O  -2.390  -2.685  1.702
S  -1.861  -1.324  1.426
C  -3.020  -0.407  0.451
C  -4.244  0.003  0.955
C  -5.143  0.638  0.111
C  -4.808  0.852  -1.219
C  -3.579  0.440  -1.718
C  -2.664  -0.196  -0.883
P  -1.072  -0.778  -1.560
C  -0.917  0.019  -3.157
C  -0.813  1.409  -3.188
C  -0.717  2.061  -4.403
C  -0.719  1.326  -5.584
C  -0.826  -0.056  -5.551
C  -0.928  -0.719  -4.336
C  -1.161  -2.562  -1.775
C  -2.315  -3.293  -1.503
C  -2.298  -4.674  -1.643
C  -1.142  -5.318  -2.061
C  0.009  -4.587  -2.342
C  0.005  -3.212  -2.193
C  -1.827  -0.390  2.933
C  -2.629  -0.784  3.991
C  -2.582  -0.056  5.172
C  -1.731  1.036  5.285
C  -0.903  1.396  4.231
C  -0.938  0.682  3.035
P  0.213  1.135  1.708
C  1.731  1.651  2.523
C  2.524  0.649  3.082
C  3.698  0.980  3.734
C  4.084  2.313  3.827
C  3.292  3.311  3.279
C  2.110  2.985  2.626
C  -0.487  2.524  0.799
C  -1.821  2.897  0.959
C  -2.336  3.941  0.204
C  -1.523  4.619  -0.694
C  -0.193  4.249  -0.852
C  0.325  3.193  -0.118
H  -4.496  -0.178  1.992
H  -6.105  0.956  0.489
H  -5.511  1.340  -1.881
H  -3.341  0.617  -2.757
H  -0.811  1.980  -2.265
H  -0.637  3.139  -4.434
H  -0.639  1.836  -6.535
H  -0.831  -0.623  -6.472
H  -1.013  -1.797  -4.315
H  -3.221  -2.797  -1.179
H  -3.191  -5.244  -1.431
H  -1.138  -6.393  -2.177
H  0.906  -5.090  -2.678
H  0.905  -2.648  -2.414
H  -3.259  -1.658  3.890
H  -3.203  -0.348  6.008
H  -1.693  1.598  6.208
H  -0.212  2.222  4.348
H  2.220  -0.392  3.021
H  4.312  0.205  4.172
H  5.003  2.573  4.335
H  3.588  4.348  3.363
H  1.494  3.770  2.208
H  -2.452  2.387  1.676
H  -3.368  4.238  0.334
H  -1.925  5.444  -1.267
H  0.443  4.781  -1.547
H  1.359  2.898  -0.249
I  3.989  -4.972  2.549
C  2.374  -3.950  1.798
C  1.074  -4.403  1.646
N  0.353  -3.416  1.110
N  1.119  -2.321  0.909
C  2.350  -2.643  1.328
H  0.623  -5.350  1.892
H  -0.661  -3.403  1.002
H  3.151  -1.928  1.261
C  4.396  1.216  -0.787
C  3.369  0.173  -1.216
O  2.365  0.099  -0.256
C  4.063  -1.201  -1.347
F  4.902  -1.258  -2.374
F  4.758  -1.471  -0.230
F  3.162  -2.196  -1.491
C  2.768  0.583  -2.572
F  2.030  1.696  -2.414
F  3.680  0.830  -3.500
F  1.939  -0.372  -3.048
H  4.722  0.988  0.225
H  3.935  2.202  -0.796
H  5.258  1.224  -1.453

Cartesian forces, eV/Å:
0.027 0.028 0.015
0.012 0.006 0.009
-0.022 0.006 0.047
-0.003 -0.009 0.028
-0.012 -0.001 -0.011
0.012 -0.001 -0.014
0.012 -0.002 0.022
-0.007 0.018 0.010
0.011 -0.028 -0.028
0.001 -0.034 0.001
0.004 0.054 0.011
-0.013 -0.005 -0.012
-0.005 -0.012 0.010
-0.003 0.003 -0.001
0.006 0.004 -0.017
-0.007 -0.019 0.009
0.016 -0.022 -0.013
-0.016 0.048 -0.003
0.008 -0.036 -0.002
-0.008 0.011 0.003
-0.005 0.006 -0.007
0.038 0.003 0.005
0.017 0.020 -0.044
0.000 -0.010 0.015
0.012 0.027 -0.010
-0.010 -0.025 -0.003
-0.003 0.001 0.002
-0.019 -0.027 0.009
0.013 0.031 0.011
0.005 -0.017 -0.011
0.005 -0.014 -0.003
0.002 0.002 0.009
-0.005 -0.001 -0.002
-0.010 -0.006 0.000
0.003 0.010 0.013
-0.051 -0.007 0.020
0.019 0.000 0.010
0.015 0.015 -0.016
-0.012 -0.009 0.011
0.001 -0.014 -0.026
0.019 0.012 0.001
-0.003 -0.002 0.006
-0.002 0.005 -0.002
-0.006 0.001 0.000
0.008 -0.006 -0.003
0.004 0.014 -0.001
0.003 0.000 0.000
0.004 0.002 -0.001
-0.001 -0.003 -0.001
-0.009 0.001 -0.001
-0.002 -0.007 0.000
-0.005 0.003 -0.001
0.001 -0.005 0.002
0.004 -0.003 0.001
-0.017 0.002 0.013
-0.003 -0.002 -0.002
-0.002 0.000 0.000
0.000 0.000 0.003
-0.003 0.000 -0.002
0.000 0.018 0.000
0.002 -0.002 0.001
0.003 0.001 0.000
0.003 0.003 -0.001
-0.004 0.004 -0.006
0.001 0.004 0.000
-0.006 0.000 -0.002
-0.001 0.004 0.001
-0.001 0.002 0.000
0.007 -0.009 -0.007
0.003 -0.004 0.003
-0.025 0.005 0.010
0.014 -0.001 -0.002
-0.004 -0.006 0.002
-0.013 0.007 0.024
0.004 -0.010 -0.031
-0.002 -0.003 0.004
0.011 0.007 -0.028
0.013 -0.003 -0.020
0.013 -0.002 -0.024
0.029 0.012 0.039
-0.053 -0.037 -0.034
-0.004 0.004 0.029
0.003 -0.002 -0.018
-0.002 -0.009 0.003
-0.011 -0.006 -0.012
-0.014 0.009 -0.019
-0.011 0.014 0.018
0.014 0.002 -0.003
0.021 -0.004 0.007
-0.001 0.003 0.002
-0.010 -0.004 0.002
0.001 -0.003 0.005

Properties
total charge = +2
energy = -5821.17630 a.u.



(3)
DFT (ωB97M-V/def2-TZVPD) results for C43H34FeN7O2PS as an isolated structure.

CARTESIAN COORDINATES (ANGSTROEM)
Fe  0.404  0.810  -0.218
C  -6.150  0.100  -1.437
C  -5.536  -0.604  -2.463
C  -4.198  -0.961  -2.367
C  -3.467  -0.610  -1.236
C  -4.078  0.097  -0.202
C  -5.418  0.439  -0.306
N  -2.077  -0.840  -1.187
C  -1.575  -1.949  -0.815
C  -2.333  -3.136  -0.411
C  -1.742  -4.335  -0.378
C  -0.331  -4.490  -0.702
C  0.453  -3.432  -0.965
C  -0.098  -2.090  -0.899
N  0.660  -1.026  -0.969
N  1.942  -1.216  -1.389
C  2.535  -0.060  -1.657
C  3.810  -0.033  -2.292
C  4.355  1.162  -2.643
C  3.665  2.371  -2.374
C  2.464  2.298  -1.739
N  1.913  1.118  -1.359
H  -7.195  0.371  -1.512
H  -6.101  -0.882  -3.343
H  -3.711  -1.506  -3.167
H  -3.498  0.341  0.678
H  -5.896  0.969  0.508
H  -3.380  -3.009  -0.175
H  -2.310  -5.215  -0.107
H  0.092  -5.486  -0.704
H  1.506  -3.538  -1.171
H  4.296  -0.976  -2.494
H  5.316  1.190  -3.141
H  4.070  3.329  -2.663
H  1.889  3.181  -1.494
O  -1.941  -1.238  2.157
C  -0.962  -0.615  1.838
O  -0.968  0.428  1.036
C  0.428  -0.983  2.400
P  1.581  0.192  1.654
C  3.269  -0.416  1.765
C  4.286  0.213  1.047
C  5.591  -0.235  1.156
C  5.892  -1.314  1.977
C  4.885  -1.945  2.693
C  3.577  -1.498  2.591
C  1.557  1.810  2.617
C  2.698  2.015  3.571
C  3.319  3.195  3.665
C  2.942  4.351  2.848
C  2.074  4.216  1.848
C  1.652  2.826  1.465
H  0.682  -2.000  2.093
H  0.400  -0.956  3.490
H  4.070  1.047  0.389
H  6.374  0.254  0.592
H  6.912  -1.665  2.057
H  5.117  -2.786  3.332
H  2.801  -1.997  3.157
H  2.949  1.202  4.241
H  4.099  3.323  4.404
H  3.360  5.319  3.091
H  1.765  5.048  1.228
H  2.505  2.476  0.862
N  -1.144  4.075  1.515
C  -0.636  4.523  2.773
C  -0.709  5.888  3.011
C  -0.280  6.416  4.219
C  0.225  5.577  5.199
C  0.293  4.213  4.963
C  -0.132  3.666  3.758
S  -0.034  1.915  3.537
N  0.516  2.636  0.587
C  -0.641  3.208  0.621
C  -1.486  2.850  -0.569
C  -2.659  3.477  -0.933
C  -3.265  3.110  -2.132
C  -2.673  2.146  -2.922
C  -1.510  1.539  -2.469
N  -0.936  1.884  -1.325
H  -2.011  4.514  1.252
H  -1.092  6.542  2.237
H  -0.342  7.482  4.388
H  0.558  5.979  6.146
H  0.681  3.543  5.719
H  -3.122  4.235  -0.318
H  -4.190  3.580  -2.437
H  -3.110  1.839  -3.860
H  -1.035  0.738  -3.017

Cartesian forces, eV/Å:
0.307 0.622 0.123
-0.017 0.015 -0.013
0.001 -0.010 -0.003
0.025 0.025 -0.017
0.048 0.019 0.181
-0.054 -0.041 -0.007
0.013 0.006 0.000
-0.075 -0.058 -0.208
0.013 -0.179 0.130
-0.001 0.124 -0.024
0.102 -0.057 -0.010
-0.112 0.015 0.013
-0.036 0.118 0.002
0.054 -0.223 0.006
0.057 0.103 -0.092
-0.148 -0.055 0.026
0.023 0.032 -0.050
-0.032 0.014 0.022
-0.005 0.004 -0.012
0.007 -0.004 0.003
0.019 -0.040 -0.008
-0.026 -0.026 0.095
-0.001 -0.002 -0.001
-0.002 -0.006 -0.002
0.001 -0.009 -0.004
0.015 0.008 0.016
0.000 0.001 -0.002
-0.004 0.018 -0.003
0.001 0.000 -0.001
0.003 0.000 -0.002
0.014 0.011 -0.004
-0.004 -0.008 0.006
0.001 0.008 0.001
0.007 -0.003 -0.003
-0.008 -0.001 0.000
-0.056 0.014 0.050
0.161 0.119 0.008
-0.109 -0.192 -0.197
-0.065 0.047 0.033
-0.044 -0.059 -0.143
-0.012 -0.102 0.081
-0.022 0.044 -0.026
0.016 -0.006 0.003
0.010 -0.001 -0.002
-0.019 -0.002 0.002
0.029 0.010 -0.019
0.098 0.009 0.047
-0.015 0.002 -0.004
0.000 -0.012 0.011
-0.030 0.018 -0.017
0.010 -0.006 0.030
-0.012 0.006 -0.041
0.007 0.005 -0.030
-0.030 -0.041 -0.007
-0.011 -0.007 0.024
0.000 0.001 -0.001
0.000 0.003 -0.003
0.001 0.000 -0.001
-0.014 -0.001 0.005
0.002 0.000 -0.004
0.005 -0.004 -0.004
-0.001 0.000 0.001
-0.003 0.000 -0.003
0.001 -0.013 0.016
0.032 0.032 -0.003
-0.011 -0.018 -0.035
0.019 0.008 0.044
-0.007 -0.001 -0.030
0.004 0.005 0.006
0.018 -0.039 0.019
-0.012 0.046 0.005
-0.023 0.020 0.017
0.040 -0.049 -0.085
-0.052 -0.085 0.012
0.044 0.049 0.014
-0.040 -0.014 -0.044
0.020 0.000 0.033
0.019 0.020 -0.006
0.022 0.036 -0.033
-0.158 -0.262 0.134
-0.010 -0.022 -0.008
-0.002 -0.005 -0.005
0.001 -0.001 0.001
0.001 0.000 0.001
-0.005 0.008 0.005
0.008 0.006 -0.002
-0.001 0.001 0.002
0.000 0.000 0.005
0.008 0.018 -0.011

Properties
2S+1 = 2
total charge = +1
energy = -4195.84793 a.u.



Table of ΔE to the lowest compared entry with this formula, charge and spin (kJ/mol), in record order: 98.6; 0.0; 48.5